(1)
The following is a quantum chemistry calculation of a molecular structure, C42H60AlN9OP in a non-equilibrium geometry, from the OMol25 dataset.

Geometry as XYZ:
```
114
Properties=species:S:1:pos:R:3:lowdin_charge:R:1
C -2.34090 -1.79305 0.08264 -0.228
C -2.15069 -0.35079 -0.31987 -0.529
P -3.61794 0.57181 0.43086 0.779
C -3.03018 2.13613 1.22726 -0.391
Al -5.01160 1.11753 -1.44020 0.144
C -6.63844 -0.12567 -1.43995 -0.276
C -6.77450 -0.70315 -0.14725 -0.600
C -8.08580 -0.73371 0.43320 -0.075
O -7.02126 0.18989 0.82010 -0.073
H -3.19873 -2.21648 -0.39653 0.050
H -1.46385 -2.40216 -0.08823 0.041
H -2.52702 -1.78008 1.13749 0.035
H -2.18851 -0.21876 -1.38655 0.016
H -1.20496 -0.04090 0.09718 0.049
H -2.33535 2.73740 0.66550 -0.010
H -2.65238 1.93206 2.20882 0.001
H -3.91463 2.72871 1.35520 0.007
H -5.54313 2.65043 -1.28009 -0.121
H -4.14112 1.02667 -2.82110 -0.126
H -6.52626 -0.95568 -2.12479 0.034
H -7.55695 0.41195 -1.60941 0.050
H -6.15831 -1.54121 0.06054 0.116
H -8.30882 -1.13985 1.39587 0.097
H -8.85445 -0.27435 -0.14911 0.093
N 0.98450 -4.64184 1.16750 0.005
C 1.10248 -5.79516 1.89695 -0.145
C 1.11614 -5.44885 3.22224 -0.123
C 1.00468 -4.03284 3.29102 -0.118
C 0.92099 -3.56767 2.01189 -0.151
H 0.94438 -4.58993 0.16767 0.142
H 1.16020 -6.75495 1.41492 0.102
H 1.19481 -6.13235 4.05047 0.089
H 0.98458 -3.42614 4.17945 0.096
H 0.81980 -2.56622 1.63102 0.109
N 5.49600 -3.25833 2.10705 -0.009
C 4.38712 -3.99509 2.44622 -0.126
C 4.47471 -4.28621 3.77772 -0.096
C 5.67544 -3.68892 4.26362 -0.128
C 6.28312 -3.06493 3.20989 -0.137
H 5.70459 -2.92419 1.18598 0.126
H 3.64375 -4.25281 1.71147 0.097
H 3.76128 -4.86178 4.33903 0.084
H 6.05004 -3.72176 5.27239 0.092
H 7.20076 -2.50756 3.14712 0.111
N -0.38560 2.38953 -1.22363 0.033
C -0.11123 2.06584 -2.51789 -0.128
C 0.79993 2.97395 -2.99437 -0.112
C 1.08010 3.88079 -1.93187 -0.143
C 0.33330 3.48462 -0.85507 -0.151
H -1.02545 1.89306 -0.62914 0.084
H -0.58792 1.22399 -2.98813 0.106
H 1.21357 2.98957 -3.98831 0.082
H 1.75085 4.72380 -1.95762 0.084
H 0.24915 3.89180 0.13799 0.107
N 4.78901 -0.41432 0.99891 0.001
C 4.53197 0.76688 1.64172 -0.124
C 5.07699 1.77338 0.88608 -0.102
C 5.67304 1.17547 -0.25693 -0.111
C 5.47577 -0.17076 -0.15972 -0.154
H 4.51563 -1.32817 1.31744 0.107
H 3.99525 0.78890 2.57361 0.108
H 5.05277 2.82439 1.11913 0.076
H 6.18540 1.68044 -1.05739 0.089
H 5.76576 -0.97427 -0.81576 0.100
N -7.96464 -0.06410 -5.34620 0.008
C -7.50009 -0.81734 -6.39144 -0.179
C -6.29014 -0.30304 -6.77078 -0.114
C -6.00952 0.80013 -5.91344 -0.106
C -7.06041 0.91986 -5.04972 -0.136
H -8.82938 -0.21411 -4.86358 0.137
H -8.06299 -1.65270 -6.76849 0.098
H -5.66895 -0.68035 -7.56535 0.083
H -5.13488 1.42595 -5.92245 0.089
H -7.23845 1.61090 -4.24431 0.109
N 8.57625 -7.06720 5.34734 0.002
C 8.44836 -5.81829 4.80483 -0.133
C 9.68170 -5.22702 4.83189 -0.108
C 10.58921 -6.15925 5.41250 -0.118
C 9.87543 -7.28492 5.71859 -0.151
H 7.82758 -7.72288 5.45678 0.141
H 7.49842 -5.46016 4.44908 0.080
H 9.91066 -4.23748 4.47553 0.087
H 11.64230 -6.01695 5.58387 0.085
H 10.17848 -8.21527 6.16531 0.101
N -7.11736 -4.01485 -3.10133 0.016
C -8.10568 -4.94335 -2.92077 -0.149
C -9.18995 -4.54185 -3.65104 -0.119
C -8.83464 -3.32202 -4.29712 -0.119
C -7.54660 -3.02601 -3.93649 -0.141
H -6.20954 -4.04717 -2.67865 0.145
H -7.95489 -5.80223 -2.29112 0.100
H -10.13167 -5.05970 -3.71552 0.083
H -9.45846 -2.73531 -4.94999 0.077
H -6.90480 -2.20415 -4.19910 0.097
N -0.57200 8.07039 -1.87739 0.003
C -0.42584 6.92145 -1.15025 -0.128
C -0.44637 7.26460 0.17333 -0.107
C -0.61254 8.67882 0.24536 -0.121
C -0.68588 9.14575 -1.03936 -0.156
H -0.59220 8.11352 -2.87761 0.141
H -0.32438 5.96564 -1.63207 0.083
H -0.35602 6.58103 0.99994 0.086
H -0.67424 9.27942 1.13734 0.083
H -0.81302 10.14207 -1.42470 0.098
N 5.55159 7.93070 1.42009 -0.005
C 4.66247 7.24986 0.63422 -0.137
C 5.11663 5.96634 0.51088 -0.112
C 6.32937 5.87056 1.25219 -0.117
C 6.56990 7.09873 1.80345 -0.149
H 5.46785 8.89509 1.67445 0.139
H 3.78872 7.73005 0.23352 0.106
H 4.63671 5.18102 -0.04979 0.086
H 6.95076 4.99789 1.36386 0.086
H 7.37121 7.44980 2.42953 0.100
```

Calculated values
* charge: -1
* frontier orbital gap: 5.752 eV

***

(2)
The following is a quantum chemistry calculation of C6H12O in the gas phase in a non-equilibrium geometry, from the OMol25 dataset.

Geometry as XYZ:
```
19
Properties=species:S:1:pos:R:3:lowdin_charge:R:1
C 2.24273 -0.45083 0.34137 -0.095
C 1.48865 0.63343 -0.45080 -0.256
C 0.18592 0.90478 0.17009 -0.099
C -1.10387 1.01492 -0.51004 -0.211
C -2.07172 -0.06177 0.03415 -0.143
C -1.13507 -1.30261 0.21875 -0.407
O -0.32230 -1.52838 -0.78552 -0.073
H 2.37515 -0.16024 1.38918 0.076
H 1.66160 -1.37274 0.26817 0.059
H 3.23072 -0.60707 -0.10029 0.074
H 2.06826 1.57345 -0.41163 0.121
H 1.35175 0.32390 -1.48725 0.112
H 0.22065 1.22707 1.21457 0.122
H -1.53107 2.00823 -0.29792 0.122
H -0.96676 0.86020 -1.58198 0.120
H -2.87629 -0.23193 -0.69161 0.108
H -2.51877 0.23878 0.99114 0.112
H -0.53556 -0.90390 1.14683 0.145
H -1.76403 -2.16531 0.54278 0.113
```

Calculated values
* charge: 0
* energy relative to the best compared isomer or geometry (same formula, charge and spin): 432.97 kJ/mol
* frontier orbital gap (spin up / spin down): 9.653 / 5.923 eV

***

(3)
The following is a quantum chemistry calculation of a molecular structure, CH4N2P2 in a non-equilibrium geometry, from the OMol25 dataset.

Geometry as XYZ:
```
9
Properties=species:S:1:pos:R:3:lowdin_charge:R:1
C -0.77071 0.61965 -0.38661 -0.831
N 0.37962 2.23028 -0.46918 -0.029
N 0.80350 -1.49582 0.01025 -0.250
P -2.04497 0.23878 0.73551 0.645
P -0.69864 -1.10800 -0.60929 0.647
H 1.10010 1.86184 -1.09359 -0.125
H 1.49894 -0.77795 0.14784 0.037
H 1.18234 -2.40834 -0.19049 0.023
H -1.45018 0.83956 1.85556 -0.118
```

Calculated values
* charge: 0
* energy relative to the best compared isomer or geometry (same formula, charge and spin): 502.85 kJ/mol
* frontier orbital gap (spin up / spin down): 8.130 / 6.223 eV

***

(4)
The following is a quantum chemistry calculation of a molecular structure, C26H42InN8OS in a non-equilibrium geometry, from the OMol25 dataset.

Geometry as XYZ:
```
79
Properties=species:S:1:pos:R:3:lowdin_charge:R:1
In -0.62872 -0.39247 -0.02895 0.806
C 0.21808 -3.53826 -2.05738 -0.130
C 0.46564 -3.48399 -0.55474 -0.202
N 0.97445 -2.20649 -0.02377 -0.112
C 2.33373 -1.83745 -0.42358 -0.148
C 2.34981 -0.92567 -1.64374 -0.166
N 1.43239 0.21499 -1.51291 -0.059
C 1.28927 0.86744 -2.82796 -0.185
C 0.45246 2.14226 -2.86641 -0.125
C -0.81494 2.21153 -2.01516 -0.156
N -1.55404 0.95209 -1.80418 -0.088
C -2.06280 0.24445 -2.97921 -0.136
C -2.64642 -1.09527 -2.54505 -0.168
N -1.67413 -1.89171 -1.78942 -0.074
C -0.59307 -2.39363 -2.65864 -0.182
H -0.29634 -4.48261 -2.24471 0.135
H 1.16297 -3.59273 -2.60037 0.125
H 1.16170 -4.29049 -0.30406 0.144
H -0.46552 -3.69066 -0.03011 0.064
H 0.96887 -2.29745 0.98932 0.077
H 2.92438 -2.72609 -0.66111 0.147
H 2.81080 -1.32981 0.41455 0.116
H 2.08243 -1.48693 -2.53840 0.116
H 3.37824 -0.57996 -1.78231 0.146
H 1.85014 0.87953 -0.86654 0.100
H 0.87294 0.13196 -3.51684 0.106
H 2.27886 1.12727 -3.21977 0.141
H 0.20084 2.30688 -3.91464 0.131
H 1.06362 2.99313 -2.56043 0.127
H -1.47740 2.96190 -2.45738 0.146
H -0.55077 2.56235 -1.01601 0.090
H -2.36298 1.19286 -1.23785 0.060
H -1.26320 0.09612 -3.70201 0.121
H -2.85478 0.81588 -3.47224 0.148
H -2.99474 -1.62652 -3.43579 0.144
H -3.51199 -0.90964 -1.90803 0.105
H -2.16234 -2.69062 -1.39360 0.120
H 0.05093 -1.54350 -2.86971 0.074
H -1.00145 -2.74192 -3.61315 0.144
C -4.60383 1.54894 0.19339 0.042
C -3.24384 0.95455 0.35678 -0.259
N -2.92713 -0.26990 0.42827 -0.053
N -3.74279 -1.34854 0.46225 0.031
C -3.20125 -2.37839 1.14000 -0.753
N -3.88962 -3.49178 1.33205 0.174
S -1.62436 -2.17516 1.72489 0.824
C -2.05241 1.81106 0.61802 -0.210
C -2.19336 3.17210 0.85034 0.049
C -1.12002 3.89152 1.36333 0.045
C 0.06382 3.22757 1.62175 0.019
C 0.15294 1.87978 1.29371 -0.155
N -0.86260 1.18453 0.79450 -0.029
H -5.35757 0.82247 -0.10461 0.093
H -4.58834 2.33843 -0.55819 0.111
H -4.92802 2.00987 1.12940 0.123
H -4.74306 -1.30635 0.28826 0.180
H -4.87195 -3.56399 1.10330 0.143
H -3.50612 -4.22862 1.90550 0.134
H -3.12798 3.67874 0.66109 0.136
H -1.22954 4.94317 1.58921 0.140
H 0.90435 3.74278 2.06330 0.119
H 1.06195 1.32268 1.46603 -0.258
C 2.44248 2.37619 1.18607 0.016
C 2.16595 1.04555 1.83292 -0.243
O 1.19418 0.35478 1.47318 0.033
C 3.07343 0.57750 2.87084 -0.122
C 4.12888 1.37844 3.33776 0.016
C 4.97708 0.91200 4.32159 -0.018
C 4.79753 -0.36062 4.84968 0.004
C 3.75069 -1.16266 4.40552 -0.024
C 2.89400 -0.69889 3.43022 0.011
H 1.70337 2.59498 0.41508 0.096
H 3.44182 2.38421 0.74933 0.141
H 2.41661 3.16670 1.93682 0.116
H 4.29415 2.36618 2.93264 0.123
H 5.77578 1.54377 4.68384 0.129
H 5.47897 -0.72755 5.60485 0.133
H 3.61349 -2.14546 4.83458 0.125
H 2.07543 -1.31739 3.08477 0.116
```

Calculated values
* charge: +3
* frontier orbital gap: 7.047 eV

***

(5)
The following is a quantum chemistry calculation of 2 unconnected molecules or ions with the total composition C4H8NS, from the OMol25 dataset.

Geometry as XYZ:
```
14
Properties=species:S:1:pos:R:3:lowdin_spin:R:1
C -2.16466 0.45087 2.03492 0.010
S -1.86510 0.09914 0.26925 0.026
H -1.29518 0.95182 2.48270 0.001
H -3.04045 1.08285 2.23245 0.002
H -2.29940 -0.48798 2.58700 0.002
C 2.30543 -0.39901 -0.39741 0.220
C 1.73989 -0.20679 0.79417 0.045
C 0.72840 -0.17337 -2.08974 0.301
N 1.87088 0.15430 -1.58746 0.119
H 3.17413 -1.06766 -0.51226 0.123
H 0.75500 0.26186 0.85823 0.001
H 2.23929 -0.53858 1.70118 0.029
H 0.44026 0.31737 -3.01725 0.071
H -0.02571 -0.73256 -1.53127 0.051
```

Calculated values
* charge: -2
* 2S+1: 2
* frontier orbital gap (spin up / spin down): 2.692 / 6.155 eV

***

(6)
The following is a quantum chemistry calculation of 2 unconnected molecules or ions with the total composition C4H10NO3 in a non-equilibrium geometry, from the OMol25 dataset.

Geometry as XYZ:
```
18
Properties=species:S:1:pos:R:3:lowdin_charge:R:1
O -0.38604 1.32235 -2.18696 -0.119
C 0.32168 0.96690 -1.17469 -0.700
O 1.29412 1.52936 -0.75097 -0.033
C -0.41258 -0.26714 -0.23970 -0.299
C 0.75144 -1.18820 0.18038 -0.243
C 0.76196 -1.32983 1.73319 -0.134
N -1.30911 -1.04634 -1.14065 -0.033
H -1.13690 -0.07080 0.47013 0.087
H 1.72434 -0.71768 -0.29828 0.129
H 0.55407 -2.28863 -0.03335 0.093
H 1.33530 -0.53690 2.21918 0.055
H -0.15212 -0.92892 2.07875 0.027
H 1.03246 -2.47152 1.87763 0.098
H -0.80927 -1.04305 -2.11987 0.105
H -2.20411 -0.65013 -1.33157 0.030
H -0.55575 2.88535 -0.52435 -0.025
H -0.06708 2.81610 0.87730 -0.054
O -0.74240 3.01908 0.36382 0.015
```

Calculated values
* charge: -1
* energy relative to the best compared isomer or geometry (same formula, charge and spin): 294.12 kJ/mol
* frontier orbital gap: 7.959 eV

***

- What is the formula in the third record?
  CH4N2P2

***

- Among the records above, which one has the highest charge?
  C26H42InN8OS

***

- Which value of charge does entry 6 give?
  -1